Entry 1:
42
Properties=species:S:1:pos:R:3:forces:R:3 method="wB97M-V/def2-TZVPD" e_homo_ha=-0.377 smiles=CC(C)O.CC(C)O.CC(C)O.O.O e_tot_ha=-735.87871 relative_energy_kj_mol=27.63 orbital_gap_ev=10.4
O -1.999 -3.173 2.840 0.0 0.1 0.1
H -2.784 -3.292 2.297 0.0 0.0 0.0
H -1.286 -3.086 2.196 -0.1 -0.1 -0.2
O 1.912 -4.575 -0.729 0.0 0.0 0.0
H 2.683 -4.811 -0.204 0.0 0.0 0.0
H 2.223 -4.562 -1.641 0.0 0.0 0.0
C 1.930 0.818 1.927 -0.6 -0.6 0.6
C 2.239 0.142 3.271 0.1 0.6 0.6
C 1.013 -0.493 3.889 -1.1 -0.4 -0.2
O 3.331 -0.763 3.150 0.0 0.0 0.1
H 0.920 1.234 1.967 0.0 0.1 -0.1
H 1.930 0.017 1.186 0.2 0.3 -0.4
H 2.614 1.633 1.715 0.3 -0.2 -0.3
H 2.559 0.923 3.971 0.3 -0.1 -0.1
H 0.220 0.259 3.951 0.0 -0.1 -0.1
H 1.055 -0.919 4.893 0.8 0.2 0.0
H 0.621 -1.318 3.277 0.0 0.2 -0.2
H 2.964 -1.617 2.899 0.1 0.0 0.0
C 0.421 -1.469 -1.444 0.6 0.2 -0.2
C -0.341 -1.810 -0.164 0.3 -0.6 -1.2
C -1.629 -1.018 -0.077 -0.3 -0.1 1.3
O -0.680 -3.203 -0.174 -0.5 0.1 0.4
H 0.615 -0.394 -1.499 0.1 -0.1 0.0
H -0.070 -1.761 -2.375 -0.5 0.0 0.3
H 1.382 -1.987 -1.499 0.1 0.1 0.3
H 0.318 -1.644 0.694 -0.1 0.4 0.0
H -2.445 -1.535 -0.579 0.2 0.1 -0.4
H -1.522 0.011 -0.415 0.0 -0.1 -0.3
H -1.952 -0.946 0.969 0.0 0.0 -0.1
H 0.113 -3.747 -0.276 0.2 0.2 0.0
C -0.358 2.828 -3.095 -0.4 -0.1 0.0
C -1.755 3.409 -2.942 -0.6 0.0 -0.2
C -1.836 4.520 -1.915 0.4 0.1 -0.1
O -2.233 3.954 -4.178 0.2 0.1 0.1
H 0.350 3.646 -3.229 0.2 -0.1 0.3
H -0.265 2.183 -3.971 -0.2 0.0 0.0
H -0.158 2.203 -2.223 0.4 0.2 0.1
H -2.478 2.649 -2.610 0.3 -0.2 -0.2
H -1.114 5.303 -2.162 -0.1 0.0 0.0
H -1.592 4.143 -0.921 -0.1 0.0 0.0
H -2.836 4.946 -1.904 0.0 0.0 0.0
H -2.081 3.302 -4.868 0.0 0.0 0.0

=====

Entry 2:
54
Properties=species:S:1:pos:R:3:forces:R:3 method="wB97M-V/def2-TZVPD" e_homo_ha="-0.416 / -0.416" e_tot_ha=-1471.70126 total_charge=+1 relative_energy_kj_mol=565.63 s_squared=0.75 multiplicity=2 orbital_gap_ev="6.2 / 6.2"
Ag -2.772 -16.952 21.305 -0.3 -0.1 0.0
C 2.022 -12.915 18.479 1.6 0.8 0.3
C 0.683 -13.503 18.482 -1.3 -1.4 0.7
C 0.175 -13.521 17.061 -0.5 -0.3 -0.9
O 0.711 -14.813 19.075 -0.1 1.4 -0.8
H 2.666 -13.551 17.872 0.4 0.4 0.1
H 2.436 -12.679 19.459 0.1 -0.7 0.2
H 1.883 -11.909 18.082 0.3 -0.1 -0.6
H 0.061 -12.820 19.059 -0.5 -0.2 0.3
H 0.076 -12.487 16.731 -0.4 0.1 0.2
H -0.773 -14.047 16.952 -0.1 0.2 0.1
H 0.833 -13.953 16.307 0.4 -0.3 0.4
C -6.498 -17.044 18.376 -0.6 -1.6 -0.5
C -5.634 -17.976 17.479 -1.2 1.4 -0.3
O -4.604 -18.478 18.217 1.9 -0.9 1.8
O -5.696 -16.118 19.055 0.5 0.7 -0.1
H -7.081 -17.573 19.130 0.2 -0.7 0.0
H -7.278 -16.593 17.762 0.3 0.4 -0.4
H -5.206 -17.369 16.682 -0.3 0.2 -0.4
H -6.180 -18.814 17.047 -0.7 0.3 -0.1
H -4.122 -19.130 17.703 0.0 0.0 0.0
H -6.282 -15.395 19.291 0.2 0.2 0.2
C 0.853 -17.122 26.085 -2.4 -0.1 -3.1
O -0.002 -17.538 25.267 1.3 0.5 1.2
N 1.395 -17.814 27.048 0.9 -1.1 1.7
N 1.312 -15.853 26.042 -0.3 1.1 -0.6
H 2.016 -17.238 27.599 0.1 -1.3 0.6
H 1.228 -18.807 27.130 0.2 0.4 0.3
H 0.929 -15.347 25.255 0.5 0.3 0.4
H 2.106 -15.542 26.583 -0.3 0.2 -0.5
C -4.075 -22.914 22.575 1.0 4.4 -3.2
O -3.278 -22.020 22.228 -0.6 -0.6 -0.6
N -5.269 -23.124 22.005 -1.2 -0.6 -0.1
N -3.803 -23.630 23.595 0.9 -2.8 3.6
H -5.497 -22.791 21.078 0.1 -0.1 0.5
H -5.792 -23.841 22.487 -0.5 0.2 -1.0
H -2.862 -23.485 23.932 -0.4 -0.3 0.5
H -4.467 -24.294 23.967 0.7 0.0 0.2
C -3.584 -11.795 24.382 -0.7 -2.1 -1.1
O -3.441 -12.842 23.798 1.0 -2.0 -0.1
N -3.384 -11.500 25.648 1.6 -0.7 3.0
N -4.162 -10.795 23.818 -2.2 5.3 -2.5
H -2.738 -12.111 26.127 -0.2 0.5 0.4
H -3.573 -10.545 25.918 0.5 -0.6 0.6
H -4.620 -10.741 22.919 0.5 -0.6 0.2
H -4.071 -9.918 24.310 -0.4 0.1 -0.6
C -7.373 -18.163 25.524 4.1 0.7 -1.9
O -6.528 -18.012 24.634 -0.4 0.2 -0.5
N -7.190 -17.683 26.717 0.1 1.6 3.8
N -8.411 -18.911 25.410 -3.3 -2.4 -1.5
H -6.314 -17.243 26.957 -0.3 -0.2 -0.1
H -7.761 -18.119 27.428 0.5 0.6 0.4
H -8.420 -19.363 24.507 -0.8 -0.3 0.4
H -9.070 -19.067 26.159 0.0 -0.2 -0.6

=====

Entry 3:
45
Properties=species:S:1:pos:R:3:forces:R:3 method="wB97M-V/def2-TZVPD" e_homo_ha=-0.173 e_tot_ha=-777.45580 total_charge=-1 orbital_gap_ev=7.7
C -0.836 4.006 3.394 0.2 0.0 0.4
C -1.203 2.559 3.653 -0.3 0.4 -0.2
C -1.276 1.674 2.415 -0.1 -0.8 0.6
N -0.086 0.834 2.243 0.9 0.0 -1.5
Nb 1.607 1.609 1.253 -0.4 2.3 3.3
N 2.533 2.379 3.024 -0.8 -0.4 -1.4
O 0.796 3.416 0.660 0.6 -1.8 0.5
B 0.536 3.534 -0.655 0.3 0.3 -0.2
O -0.520 2.897 -1.266 -0.3 -0.7 -0.7
O 1.315 4.395 -1.441 -0.7 1.0 -0.1
H -0.914 4.566 4.319 -0.1 0.3 0.2
H -1.495 4.459 2.667 -0.2 0.1 -0.3
H 0.181 4.107 3.056 0.3 0.0 -0.3
H -0.523 2.120 4.366 0.3 -0.2 0.2
H -2.180 2.559 4.125 -0.3 -0.1 0.2
H -2.120 1.010 2.579 -0.3 -0.2 -0.1
H -1.528 2.265 1.539 0.1 0.3 -0.3
H -0.344 -0.111 1.998 -0.1 -0.1 0.3
H 1.067 0.818 -0.332 0.1 0.1 -0.2
H 3.128 2.028 0.334 0.0 -0.7 -0.4
H 2.447 0.011 1.565 -0.2 0.0 -0.5
H 2.514 3.390 3.062 0.3 0.0 0.2
H 2.106 1.971 3.844 0.1 0.1 0.2
H -0.462 1.938 -1.118 -0.1 0.3 0.3
H 1.013 5.301 -1.257 0.6 -0.4 -0.1
C 1.618 -1.672 -2.048 0.0 -0.1 -0.1
C 0.094 -1.658 -2.003 0.0 0.0 0.0
C -0.498 -2.757 -1.124 -0.1 0.0 0.0
C -0.187 -4.185 -1.576 0.0 0.0 0.0
C -0.631 -4.521 -2.998 -0.1 -0.1 0.0
C -2.140 -4.418 -3.204 0.1 0.0 -0.1
H 2.000 -2.597 -2.490 0.0 0.0 0.0
H 1.989 -0.841 -2.647 0.0 0.0 0.0
H 2.034 -1.567 -1.046 0.0 0.0 0.0
H -0.308 -1.726 -3.020 0.0 0.0 0.0
H -0.228 -0.693 -1.608 0.0 0.0 0.0
H -1.583 -2.621 -1.066 0.0 0.0 0.0
H -0.125 -2.628 -0.104 0.0 0.0 0.0
H -0.667 -4.883 -0.881 0.0 0.0 0.0
H 0.887 -4.368 -1.489 0.0 0.0 0.0
H -0.313 -5.543 -3.229 0.0 0.0 0.0
H -0.119 -3.873 -3.713 0.0 0.0 0.0
H -2.672 -5.080 -2.518 0.0 0.0 0.0
H -2.413 -4.701 -4.222 0.0 0.0 0.0
H -2.498 -3.401 -3.039 0.0 0.0 0.0